# 1
Density functional theory data (ωB97M-V/def2-TZVPD) for one molecule with the formula C5H7NO.

Values from the calculation:
relative energy (zero: lowest compared OMol25 entry of this formula, charge and spin)	2.322	eV
HOMO-LUMO gap	10.282	eV
total energy	-8833.8808	eV
LUMO	0.928	eV

```
! wB97M-V def2-TZVPD RIJCOSX def2/J DEFGRID3
* xyz 0 1
C -1.8282 0.1397 0.0614
C -0.4179 -0.3677 0.1133
N 0.2902 -1.2618 1.0313
C 0.7276 0.1172 0.9462
C 1.5285 0.5024 -0.3042
C 0.4418 -0.2170 -1.1155
O 0.2588 -0.4768 -2.2740
H -1.8158 0.8946 -0.7368
H -2.1139 0.6481 0.9845
H -2.5792 -0.6012 -0.2159
H 0.9126 -1.9256 0.5682
H 0.6559 0.6958 1.8614
H 2.5865 0.2774 -0.4405
H 1.3531 1.5748 -0.4791
*
```

Charges per atom according to Mulliken partitioning, unit e: C -1.10; C 0.94; N -0.62; C -0.35; C -0.48; C 0.06; O -0.57; H 0.31; H 0.32; H 0.29; H 0.27; H 0.38; H 0.33; H 0.23

***

# 2
Density functional theory data (ωB97M-V/def2-TZVPD) for C11H34BrCuN8O5 as an isolated structure.

Values from the calculation:
relative energy (zero: lowest compared OMol25 entry of this formula, charge and spin)	4.484	eV
HOMO-LUMO gap (alpha / beta)	8.964 / 6.728	eV
<S²>	0.75
total energy	-148793.4894	eV
LUMO (alpha / beta)	-2.024 / -4.190	eV

```
! wB97M-V def2-TZVPD RIJCOSX def2/J DEFGRID3
* xyz 1 2
Cu -32.1730 20.3013 9.3808
Br -29.8208 21.5435 10.2947
C -30.7592 20.2786 6.2041
O -31.3244 20.3684 7.2664
N -30.9956 21.0994 5.2269
N -29.7110 19.5729 5.9964
H -31.5590 21.9342 5.3027
H -30.4336 21.0030 4.3933
H -29.4409 19.4697 5.0287
H -29.2568 18.9364 6.6358
C -30.7407 17.2272 8.7303
O -31.3960 18.1706 9.0935
N -29.6315 16.9879 9.3743
N -30.7724 16.5600 7.5945
H -29.0046 16.2373 9.1220
H -29.3875 17.5358 10.1870
H -31.4568 16.8717 6.9203
H -30.0875 15.8482 7.3837
C -31.7300 18.5745 12.2474
O -32.4572 18.9942 11.4078
N -32.0207 17.9725 13.3657
N -30.5046 19.0188 12.3376
H -31.3810 17.9528 14.1471
H -32.9093 17.5041 13.4717
H -30.2410 19.6018 11.5562
H -29.7542 18.6841 12.9249
C -34.5650 23.9095 8.4417
C -33.5585 23.0878 9.2547
C -34.2468 22.3706 10.3766
O -33.2676 21.6029 11.0560
C -33.2411 21.7462 12.4839
N -33.0118 22.2169 8.2543
H -34.0213 24.4530 7.6690
H -35.0705 24.5303 9.1814
H -35.3573 23.4951 7.8184
H -32.7080 23.7174 9.5161
H -34.7979 21.5327 9.9495
H -34.7784 23.0158 11.0760
H -32.2777 21.5484 12.9537
H -33.9816 21.1694 13.0381
H -33.4891 22.7593 12.8003
H -33.7621 22.0918 7.5900
H -32.2864 22.7165 7.7600
C -36.2464 19.3928 8.9018
C -34.9004 18.7403 9.3601
C -34.8725 17.2566 9.4727
O -34.8632 16.4665 8.2521
C -35.1983 15.1094 8.4401
N -33.9934 19.3872 8.3162
H -36.7472 19.0554 7.9944
H -36.1242 20.4655 8.7522
H -37.0172 19.2536 9.6598
H -34.7331 19.1614 10.3515
H -35.6594 16.8910 10.1324
H -33.9637 17.0479 10.0372
H -35.4558 14.6551 7.4834
H -36.0333 14.8637 9.0962
H -34.3992 14.5603 8.9381
H -34.5820 20.0638 7.8516
H -34.1004 18.6439 7.6408
*
```

Charges per atom according to Mulliken partitioning, unit e: Cu 1.00; Br -0.58; C 0.48; O -0.39; N -0.38; N -0.36; H 0.20; H 0.12; H 0.16; H 0.22; C 0.42; O -0.43; N -0.42; N -0.38; H 0.16; H 0.22; H 0.26; H 0.16; C 0.44; O -0.16; N -0.44; N -0.32; H 0.15; H 0.24; H -0.19; H 0.22; C -1.61; C 0.42; C -0.90; O 0.08; C -1.10; N -0.26; H 0.44; H 0.43; H 0.40; H 0.34; H -0.20; H 0.69; H 0.26; H 0.38; H 0.42; H 0.25; H 0.29; C -1.44; C 0.85; C -1.20; O -0.37; C -0.83; N -0.13; H 0.40; H 0.40; H 0.39; H -0.31; H 0.55; H 0.38; H 0.29; H 0.33; H 0.31; H 0.32; H 0.33

***

# 3
Density functional theory data (ωB97M-V/def2-TZVPD) for a 11-piece molecular cluster, C22H60N2O9 overall.

Values from the calculation:
relative energy (zero: lowest compared OMol25 entry of this formula, charge and spin)	0.000	eV
HOMO-LUMO gap	10.383	eV
total energy	-45191.6256	eV
LUMO	0.290	eV

```
! wB97M-V def2-TZVPD RIJCOSX def2/J DEFGRID3
* xyz 0 1
C -0.9142 3.3267 -0.0643
C 0.5125 3.5321 0.1747
N 1.6218 3.6354 0.3987
H -1.4986 3.7604 0.7537
H -1.1094 2.2686 -0.1913
H -1.1486 3.8519 -0.9982
C -3.6705 -0.0257 2.5413
C -4.7632 0.2800 3.4548
N -5.5563 0.7366 4.1501
H -3.0158 -0.8018 2.9720
H -3.0770 0.8890 2.3463
H -4.0801 -0.3963 1.6020
C 3.6133 1.9152 2.4187
C 4.9282 1.2184 2.3509
O 5.0769 0.2498 3.4346
H 2.7738 1.2388 2.1923
H 3.6452 2.7503 1.7364
H 3.4689 2.3865 3.3936
H 5.7687 1.8802 2.5835
H 5.1222 0.8001 1.3483
H 4.6592 -0.5688 3.1744
C 1.7781 2.4682 -2.9435
C 1.4028 1.8159 -4.2580
O 0.4366 2.5362 -4.9898
H 2.3016 3.4096 -3.1396
H 2.5309 1.8582 -2.4634
H 0.9402 2.6411 -2.2771
H 0.9913 0.8369 -4.1002
H 2.3687 1.6417 -4.7399
H 0.6141 3.4672 -4.9085
C -1.7898 -1.5364 -5.9422
C -1.9524 -1.9542 -4.4792
O -3.3197 -1.7660 -4.0559
H -2.2548 -2.2687 -6.5873
H -0.7524 -1.4784 -6.2914
H -2.2821 -0.5766 -6.1461
H -1.3547 -1.2683 -3.8638
H -1.6508 -3.0011 -4.2853
H -3.8628 -2.4663 -4.4133
C 1.5429 -1.9892 3.7845
C 2.3574 -3.2351 3.6505
O 2.5412 -3.4777 2.2555
H 1.3183 -1.6264 4.7799
H 0.5792 -2.1926 3.2841
H 2.0003 -1.1160 3.2785
H 1.7113 -4.0073 4.1125
H 3.3182 -3.2204 4.1983
H 2.7475 -4.3926 2.1210
C -5.4398 0.2914 -1.5155
C -5.2585 -1.1088 -1.1201
O -3.8846 -1.4687 -1.3783
H -5.1365 0.3931 -2.5702
H -4.7272 0.9378 -0.9617
H -6.4385 0.6986 -1.4701
H -5.9423 -1.7030 -1.7310
H -5.5170 -1.2491 -0.0451
H -3.7556 -1.5142 -2.3658
C 4.9081 0.0904 -1.4243
C 5.7511 1.2885 -1.5467
O 4.8956 2.4432 -1.9137
H 4.4651 -0.1652 -2.4124
H 4.0314 0.1729 -0.7857
H 5.3645 -0.8410 -1.0484
H 6.5100 1.1759 -2.3325
H 6.3191 1.5455 -0.6326
H 4.2440 2.5871 -1.2295
C -0.4574 1.4440 2.9626
C -1.2769 2.2021 4.0572
O -2.1528 3.1544 3.4567
H 0.1310 0.5906 3.3662
H 0.3359 2.0975 2.6097
H -1.0382 1.0871 2.1128
H -0.6500 2.7890 4.7209
H -1.8667 1.4877 4.6745
H -3.0229 2.7191 3.3733
C -1.7659 -4.0523 0.2844
C -0.7729 -3.3754 1.2927
O -1.4844 -2.3709 1.9592
H -2.5808 -4.5875 0.8446
H -1.3289 -4.8058 -0.4188
H -2.2584 -3.2221 -0.2081
H 0.1548 -2.9768 0.8307
H -0.4149 -4.0839 2.0728
H -1.5989 -1.6272 1.3620
C 0.6456 -0.0240 -0.1426
C -0.6462 -0.3264 -0.8461
O -1.7222 -0.2714 0.0595
H 0.5453 0.9785 0.2678
H 1.3950 -0.1278 -0.8913
H 0.8014 -0.7842 0.6553
H -0.6324 -1.3257 -1.2965
H -0.8265 0.3721 -1.6624
H -2.5186 -0.5639 -0.3662
*
```

Charges per atom according to Mulliken partitioning, unit e: C -0.31; C 0.33; N -0.43; H 0.35; H -0.24; H 0.42; C 0.79; C 0.16; N -0.50; H 0.24; H -0.50; H -0.32; C -0.55; C -0.20; O -0.55; H -0.17; H 0.42; H 0.34; H 0.34; H 0.03; H 0.29; C -0.42; C -0.41; O -0.52; H 0.55; H -0.20; H 0.15; H 0.19; H 0.32; H 0.33; C -1.22; C 0.33; O -0.58; H 0.38; H 0.36; H 0.30; H -0.19; H 0.30; H 0.26; C -0.03; C -0.54; O -0.48; H 0.46; H -0.08; H -0.25; H 0.35; H 0.35; H 0.27; C -0.96; C -0.31; O -0.48; H 0.24; H 0.13; H 0.42; H 0.38; H 0.31; H 0.27; C -0.70; C -0.21; O -0.51; H 0.29; H -0.04; H 0.41; H 0.31; H 0.24; H 0.27; C 0.50; C -0.61; O -0.54; H -0.10; H 0.00; H -0.16; H 0.41; H 0.30; H 0.33; C -0.78; C -0.12; O -0.57; H 0.29; H 0.33; H -0.02; H 0.14; H 0.37; H 0.17; C 0.60; C -1.04; O 0.52; H -0.63; H 0.30; H -0.38; H 0.56; H 0.55; H -0.37

***

# 4
Density functional theory data (ωB97M-V/def2-TZVPD) for a 6-piece molecular cluster, C14H41NO6 overall.

Values from the calculation:
relative energy (zero: lowest compared OMol25 entry of this formula, charge and spin)	1.225	eV
HOMO-LUMO gap	9.810	eV
total energy	-28954.5139	eV
LUMO	0.387	eV

```
! wB97M-V def2-TZVPD RIJCOSX def2/J DEFGRID3
* xyz 0 1
C 1.1286 1.3418 -6.3890
O 2.4266 0.8970 -6.0364
C 3.4594 1.9113 -5.9939
C 4.7526 1.1475 -5.9971
C 5.0191 0.4018 -4.6823
N 5.7777 2.1485 -6.0864
H 0.4485 0.4900 -6.3948
H 1.2762 1.7208 -7.4002
H 0.6999 2.0857 -5.7175
H 3.3610 2.5000 -6.9061
H 3.3026 2.6335 -5.1927
H 4.7593 0.3768 -6.7678
H 4.7357 1.0412 -3.8463
H 6.0566 0.1169 -4.5073
H 4.4248 -0.5005 -4.5380
H 5.7680 2.7835 -6.8717
H 6.7055 1.7614 -6.1839
C 0.7645 -0.9661 1.2347
C 1.0495 -1.2292 -0.1986
O 0.6384 -0.1469 -1.0143
H 1.3482 -0.1921 1.7331
H 1.0384 -1.8966 1.7320
H -0.2963 -0.7893 1.4119
H 0.4429 -2.1047 -0.4302
H 2.0718 -1.5581 -0.3854
H 0.8340 -0.3307 -1.9360
C -5.1016 -0.2805 4.6939
C -5.0483 -1.6794 5.3420
O -5.9652 -2.5723 4.7906
H -4.8341 -0.3302 3.6384
H -4.3433 0.3273 5.1875
H -6.0390 0.2485 4.8656
H -5.3306 -1.6433 6.3942
H -4.0137 -1.9932 5.2029
H -5.5588 -2.8917 3.9816
C -3.8749 6.1084 0.4058
C -2.5337 5.4738 0.0332
O -2.6743 4.2591 -0.6583
H -4.6203 5.4592 0.8651
H -4.3333 6.5557 -0.4762
H -3.7127 6.8932 1.1447
H -2.0780 5.2652 1.0012
H -1.8525 6.0361 -0.6055
H -1.8074 3.8571 -0.7507
C 5.8868 -1.6804 5.4513
C 5.5495 -0.2489 5.8956
O 4.3887 -0.2189 6.6107
H 5.2085 -1.9296 4.6353
H 5.7883 -2.3293 6.3216
H 6.9421 -1.7153 5.1806
H 5.6032 0.4735 5.0812
H 6.2993 0.0743 6.6177
H 4.5721 -0.1323 7.5491
C -6.1914 -4.6005 -0.6157
C -4.8701 -5.1405 -0.0886
O -5.0659 -5.7366 1.1956
H -5.9366 -4.1968 -1.5956
H -6.7621 -3.8538 -0.0636
H -6.9633 -5.3657 -0.6979
H -4.1188 -4.3684 0.0777
H -4.4140 -5.8457 -0.7833
H -4.1878 -5.9216 1.5366
*
```

Charges per atom according to Mulliken partitioning, unit e: C -0.74; O -0.30; C -0.66; C 0.53; C -1.34; N -0.69; H 0.23; H 0.33; H 0.28; H 0.35; H 0.38; H 0.18; H 0.31; H 0.36; H 0.31; H 0.22; H 0.24; C -1.06; C -0.14; O -0.50; H 0.30; H 0.34; H 0.27; H 0.21; H 0.30; H 0.28; C -0.90; C -0.29; O -0.49; H 0.28; H 0.31; H 0.26; H 0.28; H 0.26; H 0.28; C -1.03; C -0.14; O -0.53; H 0.30; H 0.27; H 0.33; H 0.22; H 0.28; H 0.30; C -0.86; C -0.29; O -0.52; H 0.25; H 0.25; H 0.32; H 0.26; H 0.27; H 0.32; C -1.06; C -0.13; O -0.54; H 0.31; H 0.31; H 0.29; H 0.26; H 0.27; H 0.30

***

Which of these has the highest total energy? C5H7NO

***

What is the total energy in the first record? -8833.8808 eV

***

Among the records above, which one has the highest total energy? C5H7NO